111
Properties=species:S:1:pos:R:3:forces:R:3 method="wB97M-V/def2-TZVPD" spin_multiplicity=2 total_charge=+1 homo_lumo_gap_ev="5.85 / 5.41"
Re 0.80022 -0.76249 -0.20507 -0.39 -0.43 -0.34
C -0.48871 2.22395 1.19709 0.05 -0.02 -0.09
N 0.36733 2.61419 0.08963 0.16 0.00 0.03
C 1.48473 3.47908 0.43520 -0.05 -0.03 0.01
C 0.23526 2.05530 -1.12845 -0.10 0.19 -0.08
N -0.16674 0.77989 -1.23478 0.23 0.24 -0.03
C -1.05568 0.40184 -2.27072 0.00 0.09 0.02
C -1.88471 1.28213 -2.96069 -0.12 0.00 -0.04
C -2.72395 0.81945 -3.96307 0.02 -0.02 0.04
C -2.74186 -0.53275 -4.28117 0.03 0.01 0.02
C -1.96386 -1.42175 -3.55621 0.02 -0.01 -0.05
C -1.15373 -0.96852 -2.51688 -0.01 -0.11 -0.08
N -0.35953 -1.78597 -1.69408 0.14 0.01 0.14
C -0.71602 -3.05610 -1.43165 -0.07 0.02 -0.01
N -1.99553 -3.43797 -1.29156 -0.02 0.04 0.03
C -2.46400 -4.79330 -1.55716 0.01 -0.03 0.00
C -3.03792 -2.50076 -0.89901 0.00 -0.07 0.03
N 0.24659 -3.98397 -1.25005 0.07 -0.04 -0.03
C 0.15308 -5.00818 -0.21542 -0.02 0.01 0.00
C 1.56556 -3.82741 -1.83953 -0.05 0.01 -0.01
N 0.50915 2.84965 -2.19263 -0.02 -0.06 0.07
C 0.25455 4.28422 -2.16446 0.02 -0.01 0.00
C 0.85611 2.34895 -3.50990 0.07 0.03 0.01
H -0.82674 3.12904 1.70652 -0.01 0.02 0.02
H 0.03800 1.60269 1.91593 0.03 -0.01 0.04
H -1.35106 1.67409 0.83002 0.05 0.02 0.01
H 2.04228 3.02568 1.26035 -0.01 0.00 0.00
H 1.14087 4.46412 0.75713 0.01 0.02 0.00
H 2.15407 3.59426 -0.41259 0.02 -0.01 -0.03
H -1.88114 2.33563 -2.70764 -0.03 -0.03 -0.01
H -3.35979 1.51498 -4.49420 0.01 0.00 0.00
H -3.37388 -0.89804 -5.07960 0.00 0.00 0.01
H -1.99567 -2.48141 -3.78225 0.00 0.02 0.00
H -1.69849 -5.36080 -2.07913 0.01 0.01 0.00
H -3.34559 -4.72693 -2.19692 0.00 0.01 -0.02
H -2.74347 -5.30535 -0.63497 0.01 0.02 0.01
H -2.59074 -1.57849 -0.54434 0.00 0.01 0.00
H -3.61349 -2.94848 -0.08749 0.01 -0.02 0.00
H -3.70232 -2.27587 -1.73673 0.01 -0.01 0.01
H -0.74803 -4.87985 0.37811 0.03 -0.04 -0.09
H 1.01672 -4.91348 0.44685 0.02 0.01 0.01
H 0.15568 -6.01252 -0.64221 0.00 0.00 -0.01
H 1.50344 -3.22980 -2.74448 -0.01 0.01 0.00
H 1.94880 -4.81597 -2.09492 -0.02 0.00 0.00
H 2.26498 -3.34789 -1.14943 0.01 0.02 0.03
H -0.15691 4.58156 -1.20581 -0.02 0.00 -0.01
H -0.46708 4.53170 -2.94763 0.01 -0.01 -0.01
H 1.16974 4.84799 -2.35451 0.00 0.00 0.02
H 1.11729 1.30071 -3.45792 0.01 -0.06 0.00
H 1.71637 2.90943 -3.88068 0.01 -0.01 0.00
H 0.02672 2.46855 -4.21092 0.01 0.01 0.02
O -5.39731 3.71747 3.22450 -0.01 -0.02 0.01
C -5.86747 2.54628 3.88187 0.01 0.02 -0.02
C -4.88134 1.40217 3.63551 0.02 0.02 0.00
C -5.37924 0.17386 4.41329 -0.01 -0.01 0.03
O -5.19438 0.29396 5.81224 0.02 0.04 -0.03
C -3.48930 1.84239 4.08493 -0.01 -0.01 0.00
Se -2.21530 0.39952 3.75495 -0.02 -0.03 -0.02
C -4.84317 1.07108 2.14322 0.02 0.00 0.07
Se -3.29633 -0.06633 1.71326 -0.11 -0.05 0.01
H -5.99760 4.44333 3.41573 0.00 0.00 0.00
H -6.85105 2.25406 3.49759 -0.01 0.00 -0.01
H -5.95354 2.70366 4.96088 0.00 0.01 0.01
H -4.89747 -0.72739 4.02877 0.01 -0.01 0.00
H -6.45350 0.07092 4.24148 -0.01 -0.01 0.00
H -4.34605 -0.10136 6.03750 -0.01 -0.02 0.00
H -3.46976 2.04187 5.15558 -0.01 -0.01 0.01
H -3.17774 2.73369 3.54823 0.00 0.01 -0.01
H -4.76213 1.98027 1.55506 -0.01 0.02 -0.02
H -5.73546 0.52136 1.84095 0.00 0.00 0.01
S 1.24824 0.78879 5.43091 -0.02 0.01 -0.01
C 1.82895 1.03653 7.01534 0.01 0.00 0.02
C 3.18526 1.13477 7.04810 0.02 0.00 -0.02
C 3.76526 1.00498 5.76015 0.04 -0.01 0.04
C 2.84121 0.81061 4.77154 0.01 0.01 -0.06
C 3.08484 0.63724 3.33321 -0.01 0.02 0.05
C 2.05488 0.20197 2.49301 -0.01 -0.02 -0.10
N 2.19558 0.03127 1.17456 0.01 0.03 0.01
C 3.43275 0.26006 0.63892 -0.11 0.04 0.10
C 4.52239 0.69266 1.40015 0.04 0.02 0.04
C 5.77126 0.92258 0.71731 -0.01 0.00 0.05
C 5.88688 0.73584 -0.61369 -0.01 -0.01 -0.04
C 4.76716 0.29562 -1.40805 0.03 0.01 -0.03
C 4.80907 0.11328 -2.79100 0.04 0.03 -0.04
C 3.66568 -0.29813 -3.46432 -0.03 -0.01 -0.03
C 2.51112 -0.55325 -2.72013 0.00 0.00 0.05
N 2.43538 -0.38994 -1.39351 0.02 0.09 0.06
C 3.55953 0.05515 -0.74955 -0.08 -0.03 -0.10
C 3.62017 -0.46834 -4.92288 0.02 0.01 0.03
C 2.54484 -0.80441 -5.70113 -0.05 0.00 -0.04
C 2.85673 -0.86891 -7.08362 -0.01 0.00 0.02
C 4.16258 -0.57934 -7.33229 0.00 0.00 -0.01
S 5.01760 -0.22791 -5.89898 0.03 -0.01 0.01
C 4.32750 0.88964 2.76603 0.05 0.04 0.04
H 1.13766 1.09459 7.84075 0.01 0.00 -0.01
H 3.75128 1.28827 7.95496 -0.01 0.00 -0.02
H 4.83154 1.03944 5.58585 -0.02 -0.01 0.00
H 1.07636 -0.03477 2.89251 -0.01 -0.01 0.00
H 6.62192 1.25508 1.29914 -0.01 -0.01 0.00
H 6.83092 0.91746 -1.11199 -0.01 -0.01 0.00
H 5.73115 0.30502 -3.32652 -0.01 0.00 0.01
H 1.60621 -0.91122 -3.19083 -0.01 -0.01 0.01
H 1.55371 -0.99815 -5.31279 0.02 0.00 -0.01
H 2.14324 -1.11886 -7.85483 0.01 0.00 0.01
H 4.66960 -0.55491 -8.28352 -0.01 0.00 0.02
H 5.14974 1.24205 3.37569 -0.01 0.00 -0.01
N -0.34995 -1.65518 1.20723 0.33 0.28 0.33
C -0.77963 -2.41771 1.99435 -0.04 -0.18 -0.25
N -1.23636 -3.24314 2.83769 -0.21 -0.15 0.05
C -2.04376 -4.18692 2.34349 0.01 0.15 0.11
N -2.74124 -5.00761 1.92327 0.02 -0.01 0.03



115
Properties=species:S:1:pos:R:3:forces:R:3 method="wB97M-V/def2-TZVPD" spin_multiplicity=4 total_charge=+1 homo_lumo_gap_ev="5.89 / 5.91"
Cr -0.61765 1.19893 0.38275 -1.27 0.20 -0.18
Br 3.28629 1.24351 0.97387 -0.08 -0.03 0.02
C 3.22496 3.17243 0.95516 -0.17 0.01 0.01
Br 1.41952 3.83504 1.09688 0.18 -0.11 0.06
H 3.61625 3.50166 0.00590 0.01 0.00 -0.11
H 3.79673 3.53169 1.79529 0.05 0.03 0.13
C 0.86267 -0.27385 7.12643 0.02 0.03 -0.03
C 0.24691 1.05114 6.66797 0.00 -0.03 0.06
C -1.14048 1.20004 7.32028 -0.01 -0.02 0.00
C 1.15572 2.20830 7.11388 0.02 0.00 0.00
C 0.07906 1.11319 5.15782 0.03 -0.11 0.02
C -0.55789 2.19820 4.56297 -0.02 0.13 0.11
C -0.74709 2.22390 3.20320 0.05 0.05 -0.17
N -0.36864 1.22577 2.39538 0.05 0.34 0.35
C 0.26828 0.18227 2.94506 0.11 -0.15 -0.19
C 0.51960 0.10905 4.29849 0.10 -0.08 0.19
C 0.56918 -0.90608 1.98646 -0.10 0.31 0.00
C 1.09202 -2.13245 2.33996 0.13 -0.16 0.20
C 1.18808 -3.15820 1.40463 -0.04 -0.07 0.02
C 0.67884 -2.88782 0.13535 0.04 -0.03 -0.02
C 0.18696 -1.63664 -0.15286 0.06 0.09 0.15
N 0.17199 -0.63333 0.73476 0.45 -0.80 -0.09
C 1.77033 -4.52814 1.72467 -0.06 0.00 0.02
C 2.99259 -4.75287 0.81976 0.07 0.01 0.06
C 0.70708 -5.60564 1.43839 0.00 0.05 -0.01
C 2.19958 -4.63590 3.18882 0.02 0.03 0.00
H 0.91240 -0.28517 8.21698 0.01 -0.01 -0.07
H 1.88260 -0.39936 6.74966 -0.08 -0.01 0.02
H 0.25808 -1.13089 6.81377 0.05 0.06 0.03
H -1.04642 1.09125 8.40437 -0.01 0.03 -0.11
H -1.83011 0.43078 6.95922 0.06 0.07 0.04
H -1.58395 2.17820 7.11995 0.03 -0.09 0.02
H 1.25630 2.19206 8.20201 -0.01 0.02 -0.08
H 0.74532 3.17977 6.82598 0.04 -0.08 0.04
H 2.15454 2.11305 6.67791 -0.08 0.02 0.03
H -0.91129 3.03770 5.14953 0.01 -0.08 -0.05
H -1.21287 3.07049 2.72923 -0.07 0.08 -0.07
H 1.05561 -0.74649 4.68067 -0.07 0.01 0.05
H 1.40802 -2.29361 3.36135 -0.03 -0.01 -0.09
H 0.66110 -3.64255 -0.64019 0.01 0.04 0.02
H -0.25203 -1.43077 -1.11365 -0.02 0.08 -0.21
H 2.73569 -4.65805 -0.23673 0.01 -0.02 0.02
H 3.38962 -5.75773 0.98602 -0.02 0.08 -0.02
H 3.78438 -4.03099 1.04570 -0.08 -0.07 -0.03
H 0.46237 -5.66496 0.37511 0.01 0.02 0.08
H -0.21426 -5.40562 1.99334 0.08 -0.03 -0.04
H 1.08728 -6.58258 1.74714 -0.02 0.07 -0.04
H 2.96391 -3.89354 3.44155 -0.07 -0.08 0.00
H 2.62845 -5.62357 3.36815 -0.03 0.06 -0.01
H 1.34898 -4.51633 3.86714 0.08 -0.01 -0.03
F -5.86728 -2.04900 0.47892 -0.04 0.02 0.02
C -4.74678 -1.30667 0.49559 -0.01 -0.01 0.03
C -4.41193 -0.57578 -0.62212 0.08 0.07 -0.11
C -3.23601 0.16788 -0.60363 -0.02 -0.10 0.11
C -2.39923 0.19371 0.51281 -0.09 0.10 -0.06
C -2.79948 -0.54003 1.63370 0.06 0.03 0.02
C -3.96639 -1.29445 1.63391 0.06 0.00 0.10
H -5.07064 -0.57716 -1.48235 0.06 -0.04 0.02
H -2.98917 0.74768 -1.48148 0.00 0.07 -0.08
H -2.21017 -0.53699 2.54651 -0.05 -0.02 -0.09
H -4.27327 -1.86382 2.50420 0.02 0.05 -0.08
C -4.41033 3.68667 -2.87793 0.05 0.06 -0.01
S -3.70347 5.15240 -2.07382 -0.03 -0.02 -0.05
C -3.95099 4.69675 -0.39685 0.01 0.16 -0.11
C -3.15524 3.86522 0.29904 -0.17 -0.39 0.30
S -1.73016 3.11691 -0.37039 0.38 0.42 -0.07
S -3.67172 3.56586 1.94066 0.13 -0.17 0.02
C -5.05035 4.62473 1.98269 0.01 -0.01 -0.03
S -5.96962 4.83460 3.31177 -0.02 0.00 0.04
S -5.31091 5.39018 0.45822 -0.02 0.03 -0.10
H -4.16930 3.77226 -3.93975 -0.04 -0.05 0.08
H -5.49100 3.66129 -2.74980 0.04 -0.04 0.00
H -3.95231 2.78725 -2.46045 -0.04 0.05 -0.07
C -4.10645 -0.75841 -4.43867 0.03 0.03 0.11
O -2.85040 -0.86249 -3.73659 -0.02 -0.08 0.10
C -1.86094 -0.12844 -4.23579 0.11 0.00 -0.08
O -1.97687 0.65993 -5.13595 -0.03 0.03 0.02
C -0.53595 -0.31787 -3.53355 -0.40 0.08 0.24
C 0.22766 -1.39688 -3.69651 0.02 -0.08 -0.09
As 2.08269 -1.75227 -3.08769 -0.21 0.04 0.09
C 2.75807 -1.79610 -4.93330 0.05 -0.12 -0.06
C 2.63872 0.11115 -2.79611 0.19 0.09 0.01
C 1.85716 1.18850 -2.75256 0.26 0.23 0.27
As -0.05849 1.20793 -2.37871 0.50 -0.44 -0.39
C -0.58310 2.72889 -3.44282 -0.16 0.06 0.07
C 2.40467 2.59281 -2.74235 -0.04 -0.23 -0.12
O 2.21924 3.35724 -1.82985 -0.02 0.03 0.14
O 2.97350 2.90551 -3.89504 0.06 -0.02 -0.04
C 3.55554 4.22170 -3.97240 -0.02 -0.01 -0.02
C 4.13074 0.29377 -2.60266 -0.05 -0.07 -0.27
O 4.67901 1.31156 -2.27454 -0.18 0.22 0.06
O 4.78961 -0.85618 -2.78464 0.00 -0.10 0.06
C 6.20949 -0.80558 -2.53103 -0.12 -0.01 -0.01
C -0.25130 -2.63361 -4.41857 0.28 -0.07 -0.09
O 0.21275 -3.71861 -4.15195 -0.10 0.09 0.11
O -1.15693 -2.42887 -5.36249 -0.16 0.08 -0.06
C -1.69882 -3.61153 -5.99645 0.13 0.11 0.08
H -4.71197 -1.58605 -4.08493 0.01 -0.01 0.04
H -3.94884 -0.82404 -5.51026 0.06 -0.02 -0.07
H -4.58773 0.19130 -4.21011 0.02 0.03 0.02
H 2.39710 -2.70792 -5.40418 -0.01 -0.02 0.00
H 3.84397 -1.81695 -4.91197 -0.01 -0.01 0.03
H 2.41344 -0.92539 -5.48695 -0.01 0.02 0.01
H -0.20153 2.62175 -4.45049 0.06 -0.04 -0.13
H -0.19846 3.61616 -2.94973 0.04 0.08 0.05
H -1.66564 2.79062 -3.45678 -0.09 0.02 -0.01
H 4.37019 4.14875 -4.68131 0.04 -0.04 -0.09
H 3.92067 4.53404 -3.00061 0.04 -0.01 0.06
H 2.81033 4.92716 -4.32835 -0.08 0.04 0.00
H 6.56449 -1.82407 -2.63356 -0.03 -0.05 -0.02
H 6.39660 -0.43106 -1.52893 -0.02 0.02 0.06
H 6.69663 -0.15619 -3.25181 0.00 0.06 -0.06
H -2.48633 -3.25536 -6.65004 0.00 0.04 -0.02
H -2.09404 -4.28994 -5.24696 -0.03 -0.01 0.08
H -0.92737 -4.11975 -6.56765 0.07 0.02 -0.01